Entry 1:
{
  "formula": "C4H4",
  "method": "ωB97M-V/def2-TZVPD",
  "gap_ev": [8.118, 7.947],
  "e_lumo_ev": [-1.81, -2.01],
  "elements": ["C", "C", "C", "C", "H", "H", "H", "H"],
  "coordinates": [[-4.41721, -0.29206, 0.16942], [-3.40939, 0.15005, -0.22274], [-0.82558, 0.78676, -0.10936], [0.17786, -0.25329, -0.20795], [-0.74677, 1.40570, 0.79090], [-0.06683, -0.99652, -0.96910], [0.44743, -0.72893, 0.74030], [1.07734, 0.28690, -0.53100]],
  "nbo_charge": [-0.030, -0.305, 0.242, -0.820, 0.130, 0.251, 0.252, 0.280]
}

Entry 2:
{
  "formula": "C4H4",
  "method": "ωB97M-V/def2-TZVPD",
  "gap_ev": 9.986,
  "e_lumo_ev": 0.46,
  "elements": ["C", "C", "C", "C", "H", "H", "H", "H"],
  "coordinates": [[-1.34246, 0.47626, 0.25592], [-1.41548, -0.73750, -0.17410], [1.00854, -0.57455, 0.13236], [0.08233, 0.27875, -0.25224], [-1.63285, 1.36836, 0.57795], [0.83547, -1.40319, 0.90327], [2.05942, -0.50618, -0.38276], [0.40503, 1.09806, -1.06039]],
  "nbo_charge": [-0.453, 0.071, -0.283, -0.250, 0.251, 0.228, 0.214, 0.222]
}

Entry 3:
{
  "formula": "C4H4",
  "method": "ωB97M-V/def2-TZVPD",
  "gap_ev": 11.251,
  "e_lumo_ev": 1.21,
  "smiles": "C#C.C#C",
  "elements": ["C", "C", "H", "H", "C", "C", "H", "H"],
  "coordinates": [[-0.85696, -0.60209, -1.26161], [-0.00898, 0.03848, -1.84800], [-1.87825, -1.10319, -0.88492], [0.83814, 0.80730, -1.98935], [0.20942, 0.21983, 2.03059], [0.71066, -0.03654, 0.97918], [-0.11428, 0.86068, 2.88259], [1.10026, -0.18447, 0.09151]],
  "nbo_charge": [-0.235, -0.294, 0.279, 0.261, -0.262, -0.201, 0.247, 0.206]
}

Entry 4:
{
  "formula": "C4H41NO16",
  "method": "ωB97M-V/def2-TZVPD",
  "gap_ev": 10.124,
  "e_lumo_ev": -0.03,
  "elements": ["C", "C", "C", "C", "N", "H", "H", "H", "H", "H", "H", "H", "H", "H", "H", "H", "O", "H", "H", "O", "H", "H", "O", "H", "H", "O", "H", "H", "O", "H", "H", "O", "H", "H", "O", "H", "H", "O", "H", "H", "O", "H", "H", "O", "H", "H", "O", "H", "H", "O", "H", "H", "O", "H", "H", "O", "H", "H", "O", "H", "H", "O"],
  "coordinates": [[-0.07424, 0.18536, 0.07576], [1.24099, -0.53149, 0.28512], [2.36810, 0.27857, 1.08801], [2.35457, -0.08159, 3.42096], [1.79527, 0.43782, 2.41045], [0.02143, 0.71504, -0.88911], [-0.95322, -0.37214, 0.36109], [-0.22214, 1.01721, 0.79812], [1.62395, -0.80462, -0.71991], [1.14389, -1.46131, 0.85341], [2.32380, 1.28692, 0.60132], [3.37364, -0.10990, 1.01774], [3.28171, -0.64238, 3.49407], [1.72199, -0.10115, 4.31799], [1.99172, -0.76473, -3.16053], [1.09593, 0.57814, -2.92313], [1.96477, 0.17816, -2.98940], [-0.20665, 0.79951, 3.01029], [-1.40421, 0.17529, 3.50336], [-1.16088, 0.72320, 2.73923], [-2.87755, -3.62933, 2.95996], [-1.54420, -3.53096, 2.55727], [-2.01136, -3.85019, 3.34097], [-0.46697, 2.73354, 2.69653], [1.02578, 2.46563, 3.03912], [0.40778, 3.07271, 2.51624], [0.37347, -1.70877, 2.54448], [-0.37974, -2.04729, 3.85987], [0.49860, -1.96671, 3.46594], [0.21955, -3.04899, -2.61779], [-0.32678, -1.84963, -1.74298], [0.30689, -2.58824, -1.77698], [-1.01074, -2.83542, 0.73629], [-2.32822, -2.31162, -0.04602], [-1.88028, -2.41727, 0.80460], [3.29421, 1.25946, -1.97822], [4.14279, 2.39957, -1.21956], [3.29234, 1.96353, -1.31092], [-2.41499, 4.85327, -1.87887], [-0.80074, 4.85871, -1.87128], [-1.61963, 4.62236, -2.36702], [-1.96248, 0.92224, -3.93429], [-3.13197, 0.03841, -4.20425], [-2.17353, -0.05508, -4.07064], [0.77671, 4.25576, -0.28631], [1.40267, 3.73769, -1.60789], [0.57033, 4.03764, -1.20792], [-0.39096, 1.92770, -2.44180], [-1.36089, 3.03028, -2.65787], [-1.09239, 2.15277, -3.05660], [-3.98760, 2.74201, -0.80363], [-3.99358, 2.10974, -2.15186], [-3.76098, 2.94100, -1.72261], [-2.45181, -0.80279, -2.47231], [-2.54450, -0.12780, -1.03315], [-2.43954, -0.96285, -1.49543], [1.11221, -4.65251, 0.44087], [0.21327, -3.74641, -0.44937], [0.16905, -4.52107, 0.13716], [2.48862, -3.31581, 0.63633], [1.92567, -3.65640, 2.05648], [2.45103, -4.00481, 1.31864]],
  "nbo_charge": [-0.670, -0.403, -0.265, -0.032, -0.478, 0.175, 0.260, 0.249, 0.228, 0.153, 0.237, 0.183, 0.160, 0.177, 0.498, 0.491, -0.976, 0.489, 0.468, -0.964, 0.469, 0.476, -0.947, 0.483, 0.481, -0.967, 0.476, 0.493, -0.966, 0.491, 0.512, -0.979, 0.486, 0.513, -1.008, 0.510, 0.478, -0.989, 0.490, 0.509, -0.972, 0.519, 0.463, -0.977, 0.500, 0.504, -0.978, 0.460, 0.522, -1.005, 0.471, 0.469, -0.938, 0.509, 0.483, -1.013, 0.489, 0.476, -1.011, 0.478, 0.497, -0.940]
}

Entry 5:
{
  "formula": "C4H4BaO5",
  "method": "ωB97M-V/def2-TZVPD",
  "gap_ev": 5.923,
  "e_lumo_ev": -1.21,
  "elements": ["O", "C", "O", "O", "C", "H", "C", "H", "H", "H", "C", "O", "O", "Ba"],
  "coordinates": [[2.53300, 2.25039, 0.10980], [1.90292, 2.08822, 1.07718], [1.42902, 2.21250, 2.13504], [0.37831, -0.53110, 0.29618], [-1.05022, -0.27525, 0.04299], [-1.37250, 0.31759, 0.91603], [-1.16601, 0.61499, -1.18422], [-0.55099, 1.53024, -1.11347], [-0.87632, 0.09756, -2.11132], [-2.20905, 0.94942, -1.29581], [0.90037, -1.84148, 0.33746], [0.06439, -2.81006, 0.33358], [2.12011, -1.95413, 0.34110], [-2.10304, -2.64891, 0.11547]],
  "mulliken_charge": [-0.367, 0.756, -0.388, -0.293, -0.698, 0.297, -0.909, 0.186, 0.253, 0.332, 0.792, -0.828, -0.601, 1.468]
}

Entry 6:
{
  "formula": "C4H4BiO5",
  "method": "ωB97M-V/def2-TZVPD",
  "gap_ev": [5.111, 7.602],
  "total_charge": 2,
  "e_lumo_ev": [-12.45, -12.45],
  "multiplicity": 2,
  "elements": ["O", "C", "O", "O", "C", "C", "H", "H", "H", "H", "O", "O", "C", "Bi"],
  "coordinates": [[-0.53021, -0.41981, -0.70052], [-1.22458, -1.29530, -1.56541], [-1.24961, -2.43355, -0.99242], [-1.64468, -0.91390, -2.62845], [-0.23239, 0.92941, -1.10166], [0.24749, 1.69335, 0.06732], [-1.16303, 1.35171, -1.51876], [0.51386, 0.89911, -1.90723], [1.24886, 2.12080, 0.05308], [-0.45268, 1.98585, 0.85123], [2.33254, -0.02671, 3.53915], [0.81094, -1.25912, 2.30793], [1.60830, -0.66888, 2.92915], [-0.26483, -1.96297, 0.66657]],
  "mulliken_spin": [0.016, 0.005, 0.004, 0.014, -0.010, 0.839, 0.042, 0.006, 0.015, 0.020, 0.001, 0.010, -0.001, 0.037]
}

Entry 7:
{
  "formula": "C4H4Br2",
  "method": "ωB97M-V/def2-TZVPD",
  "gap_ev": 9.777,
  "e_lumo_ev": 0.60,
  "smiles": "BrCC1=C(Br)C1",
  "elements": ["Br", "C", "C", "C", "Br", "C", "H", "H", "H", "H"],
  "coordinates": [[-0.05510, 2.63582, -1.14345], [0.55242, 0.73300, -1.07630], [0.01030, -0.05734, 0.00459], [-0.12894, -1.28363, 0.41247], [0.22958, -3.06429, -0.00393], [-0.70790, -0.13948, 1.30514], [1.75925, 0.79677, -0.88619], [0.34432, 0.23829, -2.04978], [-0.27263, 0.29238, 2.15717], [-1.73129, -0.15152, 1.28028]],
  "nbo_charge": [-0.011, -0.453, -0.080, -0.101, 0.125, -0.355, 0.254, 0.250, 0.189, 0.182]
}

Entry 8:
{
  "formula": "C4H4Br2",
  "method": "ωB97M-V/def2-TZVPD",
  "gap_ev": 10.883,
  "e_lumo_ev": 0.63,
  "smiles": "C#C[C@H](Br)CBr",
  "elements": ["C", "C", "C", "Br", "C", "Br", "H", "H", "H", "H"],
  "coordinates": [[-0.44796, -1.17253, -2.06498], [0.11323, -0.75555, -1.08821], [0.79662, -0.22851, 0.31376], [1.19252, -1.73800, 1.35781], [-0.17090, 0.75646, 1.00706], [-0.53804, 2.33994, -0.05119], [-0.81829, -1.13889, -3.03919], [1.70982, 0.02331, -0.12407], [-0.00703, 1.14196, 1.97357], [-0.99868, 0.16333, 1.04009]],
  "nbo_charge": [-0.241, -0.030, -0.329, 0.081, -0.433, 0.013, 0.236, 0.245, 0.240, 0.219]
}

Entry 9:
{
  "formula": "C4H4Br2N2",
  "method": "ωB97M-V/def2-TZVPD",
  "gap_ev": 8.336,
  "e_lumo_ev": -1.33,
  "smiles": "C=C1N=NC=C1Br.Br",
  "elements": ["C", "C", "N", "N", "C", "C", "Br", "H", "H", "H", "Br", "H"],
  "coordinates": [[-1.56994, 1.56490, -0.50058], [-0.74428, 0.67480, 0.05978], [0.48970, 1.02233, 0.62986], [1.03121, 0.00110, 1.11646], [0.24689, -1.12699, 0.93086], [-0.87724, -0.77150, 0.26117], [-2.31264, -1.80800, -0.32846], [-2.51601, 1.27374, -0.93247], [-1.29153, 2.60529, -0.52717], [0.57043, -2.08041, 1.30121], [3.97798, -0.75884, -0.50979], [2.99542, -0.59642, -1.50087]],
  "nbo_charge": [-0.200, -0.019, -0.170, -0.144, -0.108, -0.147, 0.117, 0.216, 0.224, 0.228, -0.190, 0.194]
}

Relative energy (zero: lowest compared OMol25 entry of this formula, charge and spin) for every record listed, in sequence, given in eV: 9.341; 2.870; 3.117; 3.011; 0.000; 4.204; 1.859; 1.661; 0.000.